# C40H43F11N2O6S2SeTi

C40H43F11N2O6S2SeTi as an isolated structure at a distorted geometry (ωB97M-V/def2-TZVPD, the OMol25 dataset).

```
106
Properties=species:S:1:pos:R:3:forces:R:3
Ti -1.346205 -0.740650 -0.106327 -0.27 -0.04 0.97
C -0.925633 -2.459459 1.873369 -0.18 0.05 -0.02
C -0.394667 -3.101067 0.743618 0.00 0.08 -0.75
C 0.516909 -2.159509 0.110758 0.47 -0.08 0.31
C 0.582890 -1.039035 1.013128 0.07 0.01 -0.05
C -0.319232 -1.212401 2.083410 0.09 0.42 -0.21
C -0.458994 -0.350437 3.322487 0.03 0.03 0.03
C 0.559116 -0.902201 4.336120 0.02 0.03 -0.06
C -1.859227 -0.444725 3.935448 0.04 -0.06 -0.01
C -0.133640 1.113053 3.023455 -0.04 -0.04 0.00
C 1.613548 -2.322047 -0.974202 -0.03 -0.08 -0.03
C 2.523044 -3.506926 -0.609782 -0.04 0.02 0.04
C 2.515282 -1.080606 -0.993320 -0.01 -0.04 -0.10
C 1.121013 -2.521668 -2.417810 0.01 -0.02 0.11
C -0.730100 -4.572669 0.463548 -0.08 -0.07 0.14
C -2.016122 -5.000788 1.193141 0.07 0.03 0.01
C 0.366261 -5.448733 1.106298 0.04 0.02 -0.04
C -0.881523 -4.920282 -1.018528 0.03 0.03 0.08
H -1.704675 -2.869497 2.496348 -0.02 0.00 -0.03
H 1.244189 -0.200447 0.904655 0.03 -0.02 0.05
H 0.342546 -1.945801 4.572902 0.02 0.00 0.01
H 0.517024 -0.322240 5.260035 0.00 0.00 0.00
H 1.574349 -0.841038 3.937348 0.00 -0.02 0.02
H -2.126122 -1.471405 4.192032 0.00 0.00 -0.01
H -2.615997 -0.045638 3.265180 -0.03 0.00 0.03
H -1.890393 0.139229 4.856826 0.01 0.01 0.00
H 0.878727 1.235920 2.633596 -0.02 0.01 -0.01
H -0.207671 1.699016 3.941190 0.00 0.01 0.00
H -0.834279 1.532306 2.299829 0.02 0.02 0.02
H 2.755800 -3.524498 0.457100 0.01 -0.01 -0.02
H 3.459722 -3.417053 -1.162758 0.00 0.01 0.00
H 2.073391 -4.454624 -0.893382 0.01 -0.02 0.02
H 3.075553 -0.957563 -0.066823 -0.01 0.02 0.03
H 1.943331 -0.178393 -1.202322 0.00 0.07 -0.01
H 3.238389 -1.190028 -1.803261 0.00 0.00 0.00
H 0.290960 -3.213178 -2.500163 -0.02 -0.01 0.00
H 1.948943 -2.904258 -3.019848 0.00 0.01 0.01
H 0.809224 -1.577031 -2.848205 -0.06 0.07 -0.05
H -1.866892 -5.029802 2.273896 -0.03 0.03 0.00
H -2.277829 -6.011405 0.877989 0.03 -0.01 0.01
H -2.855952 -4.357918 0.983148 -0.07 -0.01 -0.01
H 0.514485 -5.166029 2.150497 0.00 -0.01 0.00
H 1.320527 -5.387581 0.597177 0.03 0.00 0.02
H 0.039056 -6.490476 1.085202 0.01 0.00 -0.01
H -1.559545 -4.228805 -1.522809 0.00 0.00 -0.03
H -1.293774 -5.926348 -1.110644 0.01 0.00 0.00
H 0.076194 -4.917166 -1.532355 -0.01 0.03 -0.04
F -4.399942 1.250501 -1.618173 -0.02 0.01 0.06
C -4.821223 1.668314 -0.442482 -0.24 0.01 -0.08
F -4.370089 2.885011 -0.183609 0.02 -0.05 0.04
F -6.155366 1.689810 -0.438056 0.10 0.04 -0.02
S -4.327347 0.523228 0.922945 -0.01 0.12 -0.05
O -2.856578 0.362974 0.918852 0.26 0.08 -0.33
O -4.848404 1.117744 2.102285 0.04 -0.06 0.08
N -5.021676 -0.782071 0.424032 -0.07 0.03 0.09
S -4.337558 -2.164936 0.637699 -0.23 -0.19 0.02
O -2.983282 -2.223519 0.071051 0.07 0.30 -0.29
O -4.479149 -2.735452 1.937313 0.03 -0.05 -0.01
C -5.328509 -3.185259 -0.538515 -0.01 0.17 -0.13
F -4.894702 -4.439634 -0.488328 0.05 0.01 0.03
F -6.606348 -3.147673 -0.199203 -0.01 0.00 0.03
F -5.174341 -2.713323 -1.767173 -0.05 -0.07 0.03
F -1.139379 3.210120 -6.489717 0.00 -0.01 0.01
C -1.323685 2.258704 -5.578546 0.00 0.05 -0.05
C -0.312183 1.928349 -4.699661 0.03 0.06 -0.05
F 0.857287 2.568548 -4.758765 0.00 0.00 0.01
C -0.513435 0.937611 -3.759239 -0.11 -0.17 0.04
F 0.510066 0.677546 -2.941452 0.14 -0.04 0.12
C -1.709108 0.244106 -3.654159 -0.03 0.19 0.03
Se -2.183666 -1.115227 -2.392831 0.27 -0.10 -0.08
C -2.705711 0.602892 -4.556298 -0.01 -0.14 0.19
F -3.891777 -0.010014 -4.506554 -0.04 0.03 -0.07
C -2.530485 1.589161 -5.504195 -0.05 0.07 -0.09
F -3.516886 1.904842 -6.342738 0.00 -0.01 -0.01
C 6.280012 4.219996 -0.820373 -0.03 -0.05 0.02
C 5.381835 3.260864 -0.082979 -0.01 -0.02 0.04
C 5.930930 2.364381 0.828553 0.01 0.07 -0.03
C 5.133984 1.467200 1.518010 -0.01 -0.04 0.04
C 3.765694 1.471166 1.311523 0.01 0.00 0.03
C 3.199579 2.348741 0.394990 0.04 0.06 -0.08
N 1.796908 2.312327 0.175201 -0.12 0.04 0.10
C 0.924640 3.302088 0.573413 -0.08 -0.01 -0.05
C 1.373152 4.379781 1.347811 0.11 -0.04 0.00
C 0.517594 5.397999 1.717036 -0.06 0.00 -0.03
C -0.814384 5.393042 1.316307 0.04 0.08 0.07
C -1.267527 4.344112 0.545268 0.01 -0.13 -0.05
C -0.431760 3.285590 0.185933 0.09 0.06 0.01
C -1.055492 2.222948 -0.643494 -0.24 -0.04 -0.35
O -1.926510 2.448839 -1.447471 0.14 -0.02 0.12
O -0.607144 0.965566 -0.435636 -0.14 -0.64 0.27
C 4.001915 3.246407 -0.323222 -0.05 -0.05 -0.05
C 3.395665 4.169020 -1.346322 0.02 -0.06 0.05
H 7.263226 4.262597 -0.354356 0.00 -0.02 -0.01
H 5.865649 5.228190 -0.833977 0.01 0.01 0.00
H 6.415463 3.907826 -1.858958 -0.01 0.03 -0.01
H 7.000541 2.376980 1.001709 0.00 0.00 0.00
H 5.575768 0.780881 2.229016 -0.01 0.00 0.00
H 3.122924 0.804346 1.873585 -0.02 -0.01 0.00
H 1.375155 1.475717 -0.190355 0.06 -0.01 -0.06
H 2.409292 4.401794 1.660569 -0.01 0.00 0.00
H 0.897587 6.210224 2.323825 0.00 0.00 0.01
H -1.480975 6.195289 1.600522 0.00 0.00 -0.01
H -2.291884 4.311752 0.199275 0.00 0.01 0.01
H 2.457396 3.766731 -1.723403 -0.01 0.01 0.00
H 4.070312 4.316534 -2.188416 -0.01 0.00 0.00
H 3.181951 5.150643 -0.915224 0.00 0.02 -0.01
```
Positions in Å, forces in eV/Å.

Properties
Gap between HOMO and LUMO (eV): 6.8
Energy relative to the best compared isomer or geometry (same formula, charge and spin) (kcal/mol): 36.7
2S+1: 1
LUMO level (eV): -1.3
HOMO energy (eV): -8.1

Atomic partial charges in e from the Mulliken method, atoms 1 to 4:
1. Ti 0.64
2. C -0.83
3. C 1.11
4. C 0.99